[1]
C10H22BrO5PSn as an isolated structure. Source: the OMol25 dataset; level of theory: ωB97M-V with the def2-TZVPD basis set.

Each line ends with the Mulliken charge.
Atoms and positions in Å:
Sn: -2.449 0.184 -4.204  1.260
Br: 3.542 1.719 2.041  -0.075
P: -1.396 2.381 0.554  0.833
O: -0.896 1.419 1.705  -0.541
O: 2.758 -0.862 -1.268  -0.348
O: -2.328 3.675 1.325  -0.487
O: -0.089 3.170 -0.331  -0.534
O: -0.393 -0.085 -0.893  0.133
C: 1.832 -0.800 1.586  0.414
C: -1.842 -0.031 -1.172  1.897
C: 3.234 0.314 -0.524  -0.568
C: -1.963 -2.193 0.550  -0.922
C: -2.545 1.370 -0.589  -0.750
C: 0.291 -1.083 -1.744  -0.268
C: 2.044 -0.885 3.210  -1.209
C: 2.381 0.575 0.883  0.396
C: -2.693 -1.328 -0.638  -0.398
C: 1.765 -0.515 -2.295  -0.550
H: 1.270 -1.690 3.631  0.333
H: -1.655 -1.578 1.496  0.247
H: -2.021 0.019 -2.351  -1.648
H: 3.115 -1.349 3.449  0.324
H: 1.440 1.228 0.546  -0.255
H: 2.244 -1.796 1.118  0.286
H: -3.257 3.270 1.411  0.352
H: 3.170 1.331 -1.118  0.284
H: 1.824 0.104 3.796  0.337
H: -1.028 -2.821 0.197  0.222
H: 2.022 -1.184 -3.249  0.307
H: 0.653 -0.825 1.398  -0.406
H: -2.859 -2.034 -1.563  0.291
H: -2.816 2.053 -1.525  0.266
H: -3.550 1.175 -0.022  0.525
H: 4.379 0.214 -0.201  0.392
H: 1.685 0.625 -2.548  0.315
H: -3.749 -0.993 -0.238  0.409
H: -0.386 -1.392 -2.652  0.167
H: 0.575 -2.026 -1.070  0.192
H: 0.453 3.644 0.381  0.370
H: -2.765 -2.998 0.916  0.404

## Properties
M ... 451.9 u
Strongest force on any atom ... 5.93 eV Å⁻¹
E_HOMO ... -14.10 eV
Frontier orbital gap ... 2.09 eV
Total charge ... +2

[2]
The molecule C5H8O4. Source: the OMol25 dataset; level of theory: ωB97M-V with the def2-TZVPD basis set.

Each line ends with the Mulliken charge.
Atoms and positions in Å:
O: 0.244 -1.680 -0.600  -0.282
O: 1.833 -2.438 0.804  -0.549
O: -1.835 1.077 0.542  -0.373
O: 0.951 -3.697 -0.840  -0.437
C: -0.162 2.600 0.153  -0.933
C: -0.790 0.504 -0.646  -0.485
C: -1.279 2.218 0.883  0.113
C: 1.085 -2.583 -0.132  0.662
C: 0.224 -0.394 0.028  -0.458
H: 1.254 -0.015 0.026  0.304
H: -1.309 -0.191 -1.332  0.306
H: 0.841 2.209 0.332  0.265
H: -1.015 1.238 -1.435  0.427
H: -1.383 2.485 1.942  0.354
H: -0.261 3.574 -0.333  0.322
H: 1.551 -4.370 -0.493  0.364
H: 0.052 -0.539 1.102  0.398

## Properties
M ... 132.1 u
Strongest force on any atom ... 4.85 eV Å⁻¹
Structure (SMILES) ... C=COCCOC(=O)O
E_HOMO (spin up / spin down) ... -6.91 / -7.82 eV
Frontier orbital gap (spin up / spin down) ... 7.24 / 8.40 eV
Total charge ... 0

[3]
C4H8Si2 as an isolated structure. Source: the OMol25 dataset; level of theory: ωB97M-V with the def2-TZVPD basis set.

Each line ends with the Mulliken charge.
Atoms and positions in Å:
Si: 0.833 1.930 1.063  0.195
Si: -1.208 -0.823 0.131  0.434
C: -1.416 -2.585 -0.339  -0.862
C: 0.269 0.331 0.071  -0.111
C: 1.902 1.677 -0.497  -0.512
C: 1.262 0.498 -0.878  -0.201
H: 1.488 -0.004 -1.879  0.281
H: -0.713 -3.447 -0.310  0.327
H: -2.214 -2.794 -0.954  0.369
H: 2.623 2.218 -1.061  0.477
H: -0.461 2.664 1.250  -0.079
H: 1.610 1.587 2.375  -0.059
H: -1.679 -1.261 1.528  -0.123
H: -2.296 0.008 -0.500  -0.136

## Properties
M ... 112.3 u
Strongest force on any atom ... 2.84 eV Å⁻¹
E_HOMO (spin up / spin down) ... -8.42 / -7.77 eV
Frontier orbital gap (spin up / spin down) ... 7.87 / 7.55 eV
Total charge ... 0

[4]
C31H29I2N6O2Ti as an isolated structure. Source: the OMol25 dataset; level of theory: ωB97M-V with the def2-TZVPD basis set.

Each line ends with the Mulliken charge.
Atoms and positions in Å:
I: 0.891 0.028 4.566  0.083
I: 1.167 -5.988 4.697  0.224
Ti: 0.137 -0.099 0.039  -0.906
O: 0.282 0.102 -2.013  -0.669
O: -0.131 -0.739 1.659  0.468
N: -0.068 -2.213 -0.636  -0.003
N: -0.843 1.651 0.879  0.803
N: 1.543 1.590 0.020  1.296
N: -2.098 -0.170 -0.410  1.362
N: 0.201 1.114 -4.049  0.218
N: 2.086 -1.097 0.381  1.156
C: 0.155 1.134 -2.751  0.204
C: -4.101 -1.102 -1.332  -1.249
C: 4.264 -2.638 1.141  -0.619
C: -1.844 3.268 2.850  -0.852
C: -2.734 -0.904 -1.329  0.035
C: -0.723 -3.121 0.361  -1.162
C: 0.035 2.347 -4.829  -0.805
C: -2.643 2.284 2.286  -1.161
C: -4.220 0.313 0.584  -0.924
C: 0.414 -0.111 -4.821  -0.788
C: -4.856 -0.513 -0.331  -0.769
C: -0.072 2.608 1.410  1.297
C: 1.234 -2.733 -1.120  -0.722
C: 2.152 3.709 0.943  -0.917
C: 0.708 -4.227 3.700  -0.644
C: 3.610 2.612 -0.602  -1.032
C: 2.693 1.584 -0.673  -0.400
C: 0.212 -4.276 2.401  -0.754
C: 4.030 -1.405 1.735  -1.033
C: 2.292 -2.310 -0.154  0.407
C: -0.546 3.451 2.398  -1.289
C: -0.089 -3.104 1.725  1.097
C: 0.601 -1.829 3.658  -0.260
C: 2.938 -0.670 1.333  -0.269
C: 1.270 2.655 0.801  -0.038
C: -2.110 1.492 1.287  1.038
C: 0.116 -1.884 2.360  -0.318
C: 3.345 3.687 0.235  -0.894
C: 3.373 -3.100 0.187  -1.089
C: -2.851 0.485 0.501  0.586
C: 0.899 -3.002 4.333  -0.137
H: 1.904 4.548 1.578  0.502
H: 3.500 -4.071 -0.273  0.586
H: -1.762 -2.794 0.441  0.346
H: -3.660 2.151 2.624  0.517
H: 5.115 -3.238 1.434  0.475
H: 2.717 0.282 1.797  0.553
H: -5.927 -0.660 -0.283  0.484
H: 0.079 4.224 2.822  0.491
H: -0.727 -4.137 -0.036  0.488
H: -2.132 -1.333 -2.120  0.390
H: -0.008 2.117 -2.305  0.204
H: 4.050 4.503 0.326  0.488
H: -0.808 2.231 -5.508  0.339
H: 0.568 -0.951 -4.152  0.099
H: 1.278 -2.963 5.345  0.448
H: 1.289 0.018 -5.456  0.392
H: 0.937 2.532 -5.410  0.344
H: 4.679 -1.019 2.509  0.521
H: -4.558 -1.705 -2.104  0.507
H: -4.795 0.838 1.333  0.472
H: -0.151 3.188 -4.166  0.285
H: -0.455 -0.291 -5.453  0.362
H: 0.050 -5.233 1.920  0.511
H: -2.238 3.900 3.635  0.507
H: 1.204 -3.817 -1.230  0.604
H: 1.428 -2.296 -2.101  0.220
H: 2.881 0.715 -1.289  0.493
H: -0.679 -2.195 -1.445  0.264
H: 4.520 2.561 -1.183  0.538

## Properties
M ... 819.3 u
Strongest force on any atom ... 0.30 eV Å⁻¹
E_HOMO ... -15.16 eV
Frontier orbital gap ... 5.65 eV
Total charge ... +3

[5]
C22H63N10O12V as an isolated structure. Source: the OMol25 dataset; level of theory: ωB97M-V with the def2-TZVPD basis set.

Each line ends with the Löwdin spin population.
Atoms and positions in Å:
V: -1.267 -4.497 0.085  1.182
O: 5.028 1.942 -4.312  0.000
O: 2.493 2.838 0.055  0.000
O: 0.848 3.859 2.410  0.000
O: -2.312 -3.421 -1.499  0.005
O: -0.350 -2.460 0.367  0.017
O: -8.201 1.476 1.409  0.000
O: -2.473 -4.152 0.979  -0.210
O: 0.366 -4.951 -1.348  0.003
O: -5.136 -1.443 0.692  0.000
O: -1.155 -3.150 4.093  0.000
O: 6.248 -2.347 -1.771  0.000
O: 2.434 -3.279 4.850  0.000
N: 1.399 -3.745 -2.845  0.000
N: -0.368 -1.150 4.710  0.000
N: 4.602 -3.235 4.536  0.000
N: 2.942 3.170 -2.851  0.000
N: 3.308 -2.861 2.877  0.000
N: -3.499 -2.216 -2.935  0.000
N: -5.311 1.430 0.657  0.000
N: -1.768 -1.315 -2.089  0.001
N: 1.964 -5.807 -2.580  0.000
N: -2.385 -1.344 4.180  0.000
C: 0.396 -0.166 1.131  -0.001
C: 3.424 1.773 0.008  0.000
C: 1.031 5.738 1.062  0.000
C: -7.252 2.468 1.854  0.000
C: 0.691 -1.556 0.520  0.002
C: 1.506 2.810 -1.001  0.000
C: -5.909 1.754 1.936  0.000
C: 4.858 3.366 -4.224  0.000
C: -1.251 -1.959 4.229  0.000
C: -3.959 0.763 0.643  0.000
C: 6.238 1.555 -4.994  0.000
C: -9.498 1.997 1.064  0.000
C: -5.473 -2.550 1.561  -0.001
C: 4.910 -2.068 -2.158  0.000
C: 1.194 -4.827 -2.200  0.000
C: -4.021 -0.674 1.078  0.000
C: -2.601 -2.320 -2.078  0.001
C: 3.422 -3.210 4.119  0.000
C: 0.035 4.985 1.962  0.000
C: 1.746 3.629 -2.219  0.000
C: 3.502 3.908 -3.986  0.000
C: 3.921 -2.310 -1.108  0.000
H: -0.427 0.337 0.623  0.000
H: -7.121 3.282 1.141  0.000
H: -3.172 1.432 0.992  0.000
H: 5.246 3.850 -5.120  0.000
H: 1.610 -2.024 0.872  0.001
H: 6.392 2.145 -5.897  0.000
H: 4.755 -1.030 -2.455  0.000
H: 2.339 -3.583 -3.178  0.000
H: 2.330 -2.944 2.642  0.000
H: 0.129 -0.165 2.187  0.000
H: -9.731 2.736 1.831  0.000
H: -2.398 -0.335 4.148  0.000
H: -7.508 2.742 2.878  0.000
H: 4.105 -1.760 -0.185  0.000
H: -2.005 -0.486 -2.615  0.000
H: 3.482 1.599 1.083  0.000
H: 1.150 3.291 1.697  0.000
H: -3.520 0.731 -0.354  0.000
H: -6.396 -3.097 1.368  0.000
H: 2.941 3.568 -4.857  0.000
H: 5.391 -3.197 3.907  0.000
H: 2.389 -5.761 -3.495  0.000
H: -9.502 2.449 0.073  0.000
H: -3.204 -1.880 3.930  0.000
H: 5.635 3.647 -3.513  0.000
H: 4.014 -3.148 2.214  0.000
H: -5.999 0.786 0.293  0.000
H: -4.087 -3.032 -3.030  0.000
H: 6.194 0.502 -5.275  0.000
H: -3.780 -1.284 -3.204  0.000
H: -3.081 -1.144 0.790  0.000
H: 3.474 4.995 -3.911  0.000
H: 4.724 -2.868 -2.874  0.000
H: -6.083 0.853 2.524  0.000
H: -4.050 -0.513 2.155  0.000
H: 1.621 5.081 0.422  0.000
H: 0.526 -1.521 4.996  0.000
H: 6.841 -1.686 -2.134  0.000
H: 0.950 -1.345 -0.518  0.001
H: 4.394 2.075 -0.387  0.000
H: 3.021 -1.891 -1.557  0.000
H: 0.862 -2.955 -2.519  0.000
H: -5.437 -2.267 2.612  0.000
H: 2.774 2.210 -3.117  0.000
H: 0.600 3.159 -0.505  0.000
H: 1.649 6.218 1.820  0.000
H: 2.049 -6.595 -1.954  0.000
H: 4.740 -3.071 5.523  0.000
H: 0.895 3.748 -2.889  0.000
H: -0.726 -0.348 5.209  0.000
H: 1.888 4.636 -1.829  0.000
H: -0.319 5.572 2.809  0.000
H: 7.131 1.618 -4.372  0.000
H: 0.702 6.610 0.497  0.000
H: 3.114 0.775 -0.302  0.000
H: -1.039 -1.239 -1.394  0.000
H: 1.283 0.450 0.982  0.000
H: -0.819 4.698 1.348  0.000
H: -4.630 -3.232 1.453  0.000
H: 1.260 1.785 -1.278  0.000
H: 3.718 -3.309 -0.722  0.000
H: -5.362 2.479 2.537  0.000
H: -10.241 1.200 1.020  0.000

## Properties
M ... 710.7 u
Strongest force on any atom ... 7.47 eV Å⁻¹
E_HOMO (spin up / spin down) ... -10.45 / -10.45 eV
Spin multiplicity ... 2
Frontier orbital gap (spin up / spin down) ... 5.93 / 6.37 eV
Total charge ... +1
⟨S²⟩ ... 0.7816

The records above yield E values of -3899.14191, -496.07079, -735.98385, -3121.91758, -3270.06865 Eh, respectively.